DFT (ωB97M-V/def2-TZVPD) results for a molecular structure, C17H22N2O3 in a non-equilibrium geometry.

Geometry (Å):
C  -0.00636  -2.59916  -2.29155
C  -1.23262  -1.68339  -2.87752
C  -1.26671  -0.29671  -2.17147
C  -0.17981  0.54702  -2.91477
C  -0.05840  1.71726  -2.17492
N  0.87413  1.33565  -0.91637
C  0.45578  1.25092  0.26334
C  0.51595  0.07745  1.26540
C  -0.05632  -0.10667  2.56895
O  0.19831  -0.84507  3.32821
N  -0.90725  0.85309  3.02946
C  -1.26879  1.91518  2.23672
C  -2.25793  3.01903  2.49613
C  -2.24929  4.24629  2.09206
C  -1.66526  4.43384  0.84904
C  -0.56972  3.54322  0.27577
C  -0.56546  2.36542  0.77767
H  -0.02723  3.79983  -0.59646
H  -1.72472  5.51123  0.50818
H  -2.84022  4.98276  2.43303
H  -2.70517  2.74027  3.57686
H  -1.23419  0.73529  3.79744
C  1.58536  -0.89285  0.86057
O  2.40610  -0.78657  -0.22564
O  1.30959  -2.13689  1.66814
C  2.33400  -2.98386  1.11251
C  2.19833  -4.15805  1.88519
H  2.43964  -3.83722  3.23312
H  1.34266  -4.58465  1.99517
H  2.96092  -4.92654  1.76429
H  3.36870  -2.69166  1.16451
H  2.00524  -3.44586  0.03698
H  1.53404  0.65504  -0.94302
H  0.69783  2.45137  -2.69484
H  -0.83565  2.17649  -1.84176
H  0.86219  -0.00901  -2.80136
H  -0.60723  0.77516  -3.86343
H  -1.93265  0.14914  -2.45025
H  -1.00358  -0.51260  -1.17640
H  -1.97114  -2.38257  -2.62297
H  -0.93046  -1.59341  -4.05287
H  1.19671  -2.23805  -2.37870
H  0.03388  -3.72232  -2.84271
H  -0.22322  -2.84786  -1.38174

Forces on atoms 1 to 2 (eV/Å):
C 3.4 -0.2 -7.4
C 4.7 -0.5 -1.6

Summary:
- frontier orbital gap (eV) = 7.8
- DFT total energy (eV) = -27094.24885
- energy above the lowest of the compared OMol25 structures with the same formula, charge and spin (eV) = 16.809
- spin multiplicity = 1
- E_HOMO (eV) = -7.86

***

DFT (ωB97M-V/def2-TZVPD) results for C17H22N2O3S in the gas phase in a non-equilibrium geometry.

Geometry (Å):
C  -5.42147  -2.87440  -0.72463
C  -5.82380  -1.56411  -0.04360
C  -4.62471  -0.67700  0.12728
C  -4.25082  0.20474  -0.88295
C  -3.12174  0.99185  -0.74922
C  -2.36331  0.89512  0.40120
S  -0.90209  1.91323  0.54052
O  -1.21972  3.26023  0.16612
O  -0.31192  1.69760  1.83551
N  0.00991  1.25504  -0.71194
C  0.62416  -0.01387  -0.38884
C  1.91838  0.15795  0.40602
N  2.82755  1.03020  -0.32099
C  4.11835  1.14215  0.34830
C  4.85751  -0.15288  0.32479
C  5.04528  -1.10731  1.28275
C  5.82188  -2.12783  0.68161
C  6.04516  -1.71742  -0.59508
O  5.46813  -0.52621  -0.81840
C  2.21021  2.33066  -0.51675
C  0.93936  2.16466  -1.34709
C  -2.71439  0.02835  1.41685
C  -3.84517  -0.75775  1.27593
H  -4.99087  -2.67576  -1.70320
H  -6.28893  -3.51762  -0.85024
H  -4.68189  -3.40083  -0.12592
H  -6.26344  -1.78551  0.93029
H  -6.57511  -1.05852  -0.65248
H  -4.85356  0.27531  -1.77657
H  -2.81835  1.68765  -1.51458
H  -0.09846  -0.59559  0.18616
H  0.83441  -0.52902  -1.33125
H  2.39769  -0.81491  0.53483
H  1.67334  0.57136  1.39794
H  4.00826  1.47104  1.39608
H  4.70359  1.88854  -0.19602
H  4.68171  -1.08374  2.28986
H  6.16264  -3.03361  1.13955
H  6.58158  -2.16426  -1.40852
H  2.91189  2.97751  -1.04859
H  1.94436  2.80531  0.44460
H  0.42680  3.12011  -1.45773
H  1.18723  1.75690  -2.33143
H  -2.10067  -0.01030  2.30334
H  -4.12900  -1.43705  2.06645

Forces on atoms 1 to 2 (eV/Å):
C -0.2 0.1 0.1
C 0.1 -0.2 -0.1

Summary:
- structure (SMILES) = CCc1ccc(S(=O)(=O)N2CCN(Cc3ccco3)CC2)cc1
- frontier orbital gap (eV) = 9.4
- DFT total energy (eV) = -37942.94903
- energy above the lowest of the compared OMol25 structures with the same formula, charge and spin (eV) = 2.270
- spin multiplicity = 1
- E_HOMO (eV) = -8.63

***

DFT (ωB97M-V/def2-TZVPD) results for C17H22N2O4S3 in the gas phase in a non-equilibrium geometry.

Geometry (Å):
C  4.43244  2.71984  2.65818
C  3.56823  2.23462  1.53625
C  4.11249  1.50884  0.48198
C  3.31462  1.07732  -0.56393
C  1.96686  1.37687  -0.55287
S  0.90564  0.81186  -1.88250
O  0.26937  1.94202  -2.49241
O  1.66751  -0.05778  -2.74832
C  -0.37824  -0.08761  -1.00449
N  -1.33635  0.78953  -0.63887
C  -2.30562  0.26626  0.01129
S  -3.65540  1.24906  0.62910
C  -3.81530  2.52402  -0.63511
O  -4.82786  0.42039  0.66432
O  -3.22220  1.84026  1.86512
S  -2.13682  -1.44039  0.29077
C  -0.60086  -1.39378  -0.57890
N  0.09700  -2.53003  -0.73397
C  1.48539  -2.53496  -1.14365
C  2.44179  -2.29037  0.02586
C  2.25234  -3.26660  1.18725
C  0.92649  -3.06016  1.92612
C  -0.24378  -3.86922  1.36466
C  -0.40485  -3.75929  -0.16419
C  1.40261  2.10032  0.48108
C  2.20612  2.52559  1.52311
H  5.33910  2.12580  2.73852
H  3.89667  2.68236  3.60368
H  4.72063  3.75574  2.47883
H  5.16802  1.27993  0.47964
H  3.71618  0.51324  -1.39102
H  -4.32418  3.37124  -0.19328
H  -2.81296  2.78737  -0.94912
H  -4.38705  2.10852  -1.45390
H  1.63965  -1.77504  -1.90991
H  1.69061  -3.51269  -1.58616
H  3.46057  -2.37113  -0.35606
H  2.30705  -1.27021  0.39315
H  3.07301  -3.11037  1.89030
H  2.32243  -4.29493  0.82792
H  0.67593  -1.99688  1.91369
H  1.04757  -3.34654  2.97252
H  -0.10751  -4.92330  1.61115
H  -1.15605  -3.53292  1.85810
H  0.13700  -4.57328  -0.64880
H  -1.46323  -3.86044  -0.42351
H  0.34652  2.32052  0.45844
H  1.77379  3.08941  2.33630

Forces on atoms 1 to 2 (eV/Å):
C 0.0 0.1 0.0
C 0.0 -0.1 -0.1

Summary:
- structure (SMILES) = Cc1ccc(S(=O)(=O)c2nc(S(C)(=O)=O)sc2N2CCCCCC2)cc1
- frontier orbital gap (eV) = 8.9
- DFT total energy (eV) = -61660.55118
- energy above the lowest of the compared OMol25 structures with the same formula, charge and spin (eV) = 0.544
- spin multiplicity = 1
- E_HOMO (eV) = -8.41

***

DFT (ωB97M-V/def2-TZVPD) results for C17H22N2O5 in the gas phase.

Geometry (Å):
C  -3.97616  -1.80902  2.03105
C  -4.05735  -1.32301  0.61795
C  -4.53612  -2.12287  -0.40446
C  -4.59296  -1.66324  -1.71057
C  -4.16087  -0.38502  -2.00307
C  -3.67636  0.43710  -0.99748
C  -3.62880  -0.02435  0.30929
O  -3.16815  0.71325  1.37747
C  -2.77991  2.04263  1.15131
C  -1.49678  2.17361  0.33416
O  -1.19925  3.15764  -0.31619
N  -0.70011  1.09568  0.42126
N  0.50211  1.04590  -0.27583
C  1.27100  -0.05888  -0.19968
O  0.92533  -1.00465  0.48603
C  2.54036  -0.06759  -1.03683
C  3.12228  1.30317  -1.38609
C  3.60410  2.03852  -0.13761
C  4.65117  1.20102  0.59139
C  4.08085  -0.16387  0.95965
C  3.59291  -0.90106  -0.28639
C  3.04819  -2.27186  0.08051
O  3.20192  -2.81679  1.13759
O  2.47265  -2.87735  -0.97039
H  -2.93431  -1.92460  2.32853
H  -4.47860  -2.76620  2.13949
H  -4.42976  -1.08472  2.70481
H  -4.87016  -3.12372  -0.17286
H  -4.97092  -2.30292  -2.49337
H  -4.19501  -0.01496  -3.01665
H  -3.33731  1.42973  -1.25056
H  -2.59680  2.46672  2.14437
H  -3.56953  2.63084  0.66760
H  -0.91110  0.24862  0.93778
H  0.67444  1.87926  -0.82197
H  2.27587  -0.59815  -1.95998
H  2.39990  1.90709  -1.93905
H  3.97571  1.14486  -2.05018
H  2.76491  2.22912  0.53394
H  4.02975  3.00250  -0.42258
H  4.97786  1.71879  1.49436
H  5.52385  1.07004  -0.05296
H  3.24348  -0.04805  1.64965
H  4.83441  -0.77160  1.46142
H  4.43739  -1.07723  -0.96308
H  2.11590  -3.73440  -0.69180

Forces on atoms 1 to 2 (eV/Å):
C 0.0 0.1 0.0
C 0.1 0.2 0.1

Summary:
- structure (SMILES) = Cc1ccccc1OCC(=O)NNC(=O)[C@H]1CCCC[C@H]1C(=O)O
- frontier orbital gap (eV) = 9.4
- DFT total energy (eV) = -31204.75181
- energy above the lowest of the compared OMol25 structures with the same formula, charge and spin (eV) = 0.754
- spin multiplicity = 1
- E_HOMO (eV) = -8.73

***

DFT (ωB97M-V/def2-TZVPD) results for a gas-phase ion, C17H22N3O3S (charge +1) in a non-equilibrium geometry.

Geometry (Å):
C  -1.08073  -0.56602  2.90489
N  -1.01448  0.26142  1.65679
C  -1.39184  1.63481  2.16640
C  0.26698  0.11980  0.87178
C  0.49780  -1.37468  0.49290
N  -0.25991  -1.61079  -0.75420
C  -1.60310  -1.80571  -0.73925
O  -2.32502  -1.65434  0.27437
C  -2.39568  -1.73436  -2.03525
C  -1.48768  -2.37299  -3.09551
C  -0.69744  -1.59331  -3.87267
C  0.19422  -2.40398  -4.58992
C  -0.03064  -3.80362  -4.40398
N  0.75952  -4.83542  -4.93695
O  1.60211  -4.63610  -5.76919
O  0.41323  -5.91548  -4.54489
S  -1.37408  -4.11433  -3.28105
C  1.51332  0.71563  1.56591
C  1.48427  2.18293  1.71439
C  1.13089  3.10262  0.66534
C  1.18032  4.47372  0.80316
C  1.56032  5.04214  2.03362
C  1.75481  4.14549  3.05004
C  1.82928  2.70357  2.93646
H  -1.92361  -0.56126  3.59237
H  -0.16354  -0.28792  3.45743
H  -0.99923  -1.58154  2.68256
H  -1.69308  -0.13875  1.03277
H  -2.44768  1.54316  2.49310
H  -1.38718  2.44067  1.37823
H  -0.76073  1.93949  2.95674
H  0.17754  0.73074  0.03307
H  0.09138  -2.16881  1.10362
H  1.61318  -1.52664  0.17912
H  0.19302  -1.90337  -1.59040
H  -2.57716  -0.73732  -2.26629
H  -3.37872  -2.33881  -2.00864
H  -0.60652  -0.52665  -3.78861
H  0.90451  -1.98716  -5.34185
H  2.42682  0.51977  0.91597
H  1.79170  0.13152  2.47255
H  0.90740  2.82042  -0.33039
H  1.10043  5.07967  -0.06858
H  1.83240  6.09314  2.13961
H  2.23219  4.35276  4.08249
H  2.14042  2.14588  3.76192

Forces on atoms 1 to 2 (eV/Å):
C 2.1 0.1 0.9
N -0.1 0.9 2.0

Summary:
- charge = +1
- structure (SMILES) = C[NH+](C)[C@H](CNC(=O)Cc1ccc([N+](=O)[O-])s1)Cc1ccccc1
- frontier orbital gap (eV) = 8.9
- DFT total energy (eV) = -39422.84723
- energy above the lowest of the compared OMol25 structures with the same formula, charge and spin (eV) = 2.143
- spin multiplicity = 1
- E_HOMO (eV) = -12.08